(1)
DFT (wB97M-V/def2-TZVPD) results for 3 unconnected molecules or ions with the total composition C7H14O2 in a non-equilibrium geometry.

Calculated values
Spin multiplicity = 1
ΔE to the lowest compared entry with this formula, charge and spin = 58.4 kcal/mol
LUMO energy = 0.44 eV
Kohn-Sham gap = 8.51 eV
Total energy = -425.51212 hartree
Total charge = 0
SMILES = C/C=C\O.CC=O.C=C
Max |F| = 2.52 eV/Å

Positions of all 23 atoms, in Å:
C 2.495 1.242 -1.905
C 2.038 2.231 -0.883
C 0.839 2.216 -0.306
O -0.109 1.281 -0.567
H 2.745 1.742 -2.843
H 3.390 0.719 -1.563
H 1.711 0.514 -2.100
H 2.729 3.018 -0.610
H 0.568 2.977 0.422
H -0.782 1.180 0.238
C -2.628 -1.022 -0.042
C -2.187 -0.420 1.251
O -1.810 0.743 1.354
H -2.136 -0.535 -0.881
H -3.711 -0.914 -0.129
H -2.404 -2.086 -0.047
H -2.544 -0.949 2.150
C 0.379 -1.340 1.190
C 0.183 -2.632 0.969
H 0.594 -0.967 2.182
H 0.523 -0.632 0.367
H 0.019 -3.022 -0.024
H 0.097 -3.347 1.775

Which charges does Löwdin predict for the atoms? In e, they are:
1 C -0.11
2 C -0.17
3 C -0.24
4 O -0.09
5 H 0.07
6 H 0.07
7 H 0.06
8 H 0.09
9 H 0.11
10 H 0.07
11 C -0.04
12 C -0.29
13 O 0.01
14 H 0.09
15 H 0.09
16 H 0.07
17 H 0.13
18 C -0.08
19 C -0.06
20 H 0.07
21 H 0.05
22 H 0.05
23 H 0.05

(2)
DFT (wB97M-V/def2-TZVPD) results for a single C7H14O2Si molecule in a non-equilibrium geometry.

Calculated values
Spin multiplicity = 1
ΔE to the lowest compared entry with this formula, charge and spin = 98.5 kcal/mol
LUMO energy = 0.55 eV
Kohn-Sham gap = 10.20 eV
Total energy = -714.99895 hartree
Total charge = 0
SMILES = C=C(C(=O)OC)C(C)(C)[SiH3]
Max |F| = 5.09 eV/Å

Positions of all 24 atoms, in Å:
C 0.414 -1.949 0.462
C 0.061 -0.679 0.195
C 1.290 0.251 0.020
O 1.170 1.483 0.125
O 2.449 -0.402 -0.234
C 3.600 0.327 0.063
C -1.194 0.016 -0.132
C -1.277 0.189 -1.669
C -2.282 -0.939 0.311
Si -1.119 1.670 0.829
H -0.359 -2.671 0.610
H 1.443 -2.241 0.575
H 3.824 0.357 1.108
H 3.304 1.381 -0.233
H 4.393 -0.119 -0.451
H -2.277 0.498 -2.098
H -0.655 0.827 -2.126
H -1.151 -0.851 -2.176
H -3.338 -0.527 0.460
H -2.472 -1.866 -0.187
H -2.207 -1.273 1.411
H -2.426 2.131 0.902
H -0.535 2.891 0.061
H -0.657 1.497 2.174

Which charges does Löwdin predict for the atoms? In e, they are:
1 C 0.13
2 C -0.24
3 C -0.40
4 O -0.04
5 O -0.05
6 C -0.05
7 C -0.61
8 C -0.06
9 C -0.14
10 Si 0.69
11 H 0.06
12 H 0.08
13 H 0.09
14 H 0.12
15 H 0.08
16 H 0.10
17 H 0.02
18 H 0.12
19 H 0.10
20 H 0.07
21 H 0.11
22 H -0.11
23 H -0.01
24 H -0.05

(3)
DFT (wB97M-V/def2-TZVPD) results for a single C7H14O3 molecule in a non-equilibrium geometry.

Calculated values
Spin multiplicity = 1
ΔE to the lowest compared entry with this formula, charge and spin = 21.8 kcal/mol
LUMO energy = 0.69 eV
Kohn-Sham gap = 10.51 eV
Total energy = -500.82854 hartree
Total charge = 0
SMILES = C[C@H](C(=O)CO)C(C)(C)O
Max |F| = 1.50 eV/Å

Positions of all 24 atoms, in Å:
C 1.254 1.379 0.889
C 0.989 0.043 0.203
C 0.706 0.132 -1.257
O 0.969 -0.783 -2.020
C -0.065 1.326 -1.799
O -0.780 0.968 -2.951
C -0.209 -0.842 0.911
C -0.392 -2.148 0.156
C -1.523 -0.066 0.975
O 0.227 -1.167 2.207
H 1.517 1.218 1.934
H 0.401 2.051 0.840
H 2.099 1.876 0.411
H 1.867 -0.599 0.327
H -0.776 1.732 -1.080
H 0.674 2.114 -2.021
H -0.299 0.224 -3.349
H 0.513 -2.386 -0.432
H -0.628 -2.947 0.870
H -1.186 -2.084 -0.575
H -1.912 0.127 -0.021
H -2.248 -0.669 1.520
H -1.406 0.877 1.505
H 0.209 -0.376 2.757

Which charges does Löwdin predict for the atoms? In e, they are:
1 C -0.05
2 C -0.21
3 C -0.35
4 O 0.08
5 C -0.20
6 O -0.04
7 C -0.55
8 C -0.01
9 C -0.02
10 O -0.01
11 H 0.08
12 H 0.07
13 H 0.09
14 H 0.15
15 H 0.11
16 H 0.14
17 H 0.09
18 H 0.09
19 H 0.10
20 H 0.09
21 H 0.08
22 H 0.10
23 H 0.08
24 H 0.09

(4)
DFT (wB97M-V/def2-TZVPD) results for 2 unconnected molecules or ions with the total composition C7H14P in a non-equilibrium geometry.

Calculated values
Spin multiplicity = 1
ΔE to the lowest compared entry with this formula, charge and spin = 52.0 kcal/mol
LUMO energy = -5.25 eV
Kohn-Sham gap = 8.63 eV
Total energy = -616.11722 hartree
Total charge = +1
Max |F| = 4.05 eV/Å

Positions of all 22 atoms, in Å:
C 2.227 -2.132 -0.709
C 2.255 -1.447 0.421
C 0.195 2.336 0.915
C -0.588 1.610 -0.227
C 1.161 1.276 1.659
C 0.386 0.635 -0.870
C -1.728 -1.319 -2.897
P 1.201 -0.061 0.584
H 2.804 -3.005 -0.819
H 1.515 -1.821 -1.429
H 2.893 -1.692 1.279
H 0.828 3.224 0.580
H -0.481 2.554 1.625
H -1.365 1.051 0.262
H -1.061 2.415 -0.824
H -1.336 -2.060 -2.251
H 1.471 1.353 2.709
H -0.099 -0.218 -1.388
H 1.151 1.149 -1.512
H -0.936 -0.603 -2.988
H -2.600 -0.853 -2.448
H -2.028 -1.705 -3.872

Which charges does Löwdin predict for the atoms? In e, they are:
1 C 0.04
2 C -0.29
3 C -0.20
4 C -0.23
5 C -0.11
6 C -0.30
7 C -0.03
8 P 1.11
9 H 0.08
10 H 0.05
11 H 0.10
12 H 0.15
13 H 0.06
14 H 0.11
15 H 0.14
16 H 0.00
17 H 0.09
18 H 0.04
19 H 0.14
20 H -0.01
21 H 0.03
22 H 0.04

(5)
DFT (wB97M-V/def2-TZVPD) results for 2 unconnected molecules or ions with the total composition C7H15BN2 in a non-equilibrium geometry.

Calculated values
Spin multiplicity = 1
ΔE to the lowest compared entry with this formula, charge and spin = 1.8 kcal/mol
LUMO energy = -0.48 eV
Kohn-Sham gap = 8.78 eV
Total energy = -410.02492 hartree
Total charge = 0
Max |F| = 3.88 eV/Å

Positions of all 25 atoms, in Å:
B 0.874 1.117 -1.531
C 0.752 1.020 -3.061
C 0.626 1.923 1.703
C 1.597 -0.440 1.664
C -0.292 -1.872 -1.684
C -2.093 -0.111 -1.831
C 0.435 0.466 1.540
C -0.918 -0.649 -1.002
N 0.676 0.919 -4.202
N 0.059 0.361 -0.769
H 1.681 1.848 -1.088
H 1.472 2.262 1.110
H -0.262 2.474 1.405
H 0.842 2.164 2.749
H 2.452 -0.047 1.116
H 1.362 -1.436 1.300
H 1.887 -0.527 2.716
H 0.536 -2.255 -1.089
H -1.030 -2.662 -1.804
H 0.089 -1.592 -2.662
H -1.757 0.158 -2.829
H -2.517 0.771 -1.356
H -2.867 -0.870 -1.912
H -0.540 0.066 1.784
H -1.322 -0.972 -0.032

Which charges does Löwdin predict for the atoms? In e, they are:
1 B -0.43
2 C -0.17
3 C -0.10
4 C -0.08
5 C -0.05
6 C -0.05
7 C -0.12
8 C -0.48
9 N 0.13
10 N 0.11
11 H 0.05
12 H 0.07
13 H 0.09
14 H 0.10
15 H 0.09
16 H 0.08
17 H 0.10
18 H 0.07
19 H 0.08
20 H 0.07
21 H 0.07
22 H 0.08
23 H 0.08
24 H 0.11
25 H 0.12

(6)
DFT (wB97M-V/def2-TZVPD) results for a gas-phase ion, C7H15ClN2 (charge +2) in a non-equilibrium geometry.

Calculated values
Spin multiplicity = 1
ΔE to the lowest compared entry with this formula, charge and spin = 49.6 kcal/mol
LUMO energy (spin up / spin down) = -10.25 / -8.95 eV
Kohn-Sham gap (spin up / spin down) = 6.19 / 9.44 eV
Total energy = -844.56853 hartree
Total charge = +2
Max |F| = 4.33 eV/Å

Positions of all 25 atoms, in Å:
C 0.232 -0.780 0.558
C -0.723 0.141 -0.295
C -2.181 -0.393 -0.308
C -0.200 -0.145 2.821
C 1.855 -1.437 2.147
C -0.946 0.587 -2.783
C 1.075 1.238 -1.742
N 0.619 -0.723 1.779
N -0.042 0.249 -1.657
Cl -3.276 0.159 0.740
H -0.540 1.092 0.159
H -2.353 -1.211 -0.927
H 0.548 0.189 3.557
H -0.664 -0.911 3.514
H -0.957 0.646 2.447
H 2.500 -1.129 1.295
H 1.673 -2.581 2.241
H 2.319 -0.928 3.144
H -0.319 0.711 -3.719
H -1.623 -0.222 -3.114
H -1.458 1.560 -2.553
H 0.926 2.345 -1.600
H 1.765 1.095 -0.939
H 1.381 1.114 -2.803
H 0.389 -0.668 -1.961

Which charges does Löwdin predict for the atoms? In e, they are:
1 C 0.19
2 C -0.24
3 C -0.50
4 C 0.00
5 C 0.02
6 C -0.01
7 C 0.01
8 N -0.20
9 N -0.18
10 Cl 0.90
11 H 0.14
12 H 0.07
13 H 0.11
14 H 0.15
15 H 0.12
16 H 0.10
17 H 0.15
18 H 0.17
19 H 0.13
20 H 0.12
21 H 0.14
22 H 0.15
23 H 0.09
24 H 0.13
25 H 0.21

(7)
DFT (wB97M-V/def2-TZVPD) results for 2 unconnected molecules or ions with the total composition C7H15FNO in a non-equilibrium geometry.

Calculated values
Spin multiplicity = 1
ΔE to the lowest compared entry with this formula, charge and spin = 83.2 kcal/mol
LUMO energy = -2.81 eV
Kohn-Sham gap = 9.88 eV
Total energy = -505.21235 hartree
Total charge = +1
Max |F| = 12.56 eV/Å

Positions of all 25 atoms, in Å:
C -1.818 -0.241 0.774
C -0.981 -0.095 -0.592
C -0.957 -0.052 1.947
C 0.210 0.790 -0.207
C -1.269 1.196 2.814
C 2.044 0.145 -2.346
C 1.794 -1.185 -2.417
N 0.536 0.092 1.142
O 1.014 -1.680 -3.399
F 2.335 -2.003 -1.489
H -2.623 0.445 0.691
H -2.182 -1.336 0.594
H -0.551 -1.122 -0.727
H -1.562 0.169 -1.428
H -0.884 -0.959 2.527
H -0.120 1.830 0.158
H -1.328 2.129 2.206
H -0.355 1.343 3.432
H -2.069 1.101 3.449
H 0.947 0.635 -0.730
H 1.678 0.583 -3.229
H 2.762 0.780 -1.861
H 1.007 0.597 1.736
H 0.992 -0.715 0.780
H 1.378 -2.446 -3.825

Which charges does Löwdin predict for the atoms? In e, they are:
1 C -0.14
2 C -0.10
3 C -0.20
4 C -0.06
5 C -0.01
6 C 0.06
7 C -0.44
8 N 0.16
9 O 0.11
10 F 0.08
11 H 0.11
12 H 0.16
13 H 0.12
14 H 0.11
15 H 0.14
16 H 0.17
17 H 0.10
18 H 0.10
19 H 0.06
20 H -0.05
21 H 0.07
22 H 0.09
23 H 0.08
24 H 0.15
25 H 0.12

(8)
DFT (wB97M-V/def2-TZVPD) results for 2 unconnected molecules or ions with the total composition C7H15IN2P in a non-equilibrium geometry.

Calculated values
Spin multiplicity = 1
ΔE to the lowest compared entry with this formula, charge and spin = 29.1 kcal/mol
LUMO energy (spin up / spin down) = -6.54 / -5.66 eV
Kohn-Sham gap (spin up / spin down) = 6.15 / 6.68 eV
Total energy = -1023.94264 hartree
Total charge = +1
Max |F| = 4.02 eV/Å

Positions of all 26 atoms, in Å:
C 0.975 -1.318 -1.624
C -0.450 -1.922 -1.658
C 1.534 -1.225 -0.194
C -1.302 -0.873 -0.832
C 0.634 -0.392 0.769
C -0.905 -0.678 0.609
C -0.554 2.856 2.310
N 0.793 1.025 0.577
N -1.423 0.542 1.266
P -0.639 1.898 0.711
I 1.487 1.491 -4.709
H 1.719 -1.983 -2.122
H 0.990 -0.264 -1.901
H -0.655 -2.015 -2.748
H -0.484 -2.884 -1.143
H 1.575 -2.177 0.120
H 2.455 -0.675 -0.236
H -1.228 0.174 -1.227
H -2.339 -1.164 -1.150
H 1.025 -0.459 1.778
H -1.145 -1.394 1.385
H -0.006 3.849 2.381
H 0.171 2.423 2.943
H -1.562 3.211 2.615
H 1.615 1.515 0.335
H -2.282 0.436 1.742

Which charges does Löwdin predict for the atoms? In e, they are:
1 C -0.21
2 C -0.14
3 C -0.12
4 C -0.14
5 C -0.28
6 C -0.29
7 C -0.20
8 N -0.11
9 N -0.13
10 P 1.03
11 I 0.05
12 H 0.13
13 H 0.05
14 H 0.13
15 H 0.12
16 H 0.08
17 H 0.11
18 H 0.10
19 H 0.13
20 H 0.15
21 H 0.16
22 H 0.08
23 H 0.03
24 H 0.07
25 H 0.11
26 H 0.11

(9)
DFT (wB97M-V/def2-TZVPD) results for a single C7H15N molecule in a non-equilibrium geometry.

Calculated values
Spin multiplicity = 1
ΔE to the lowest compared entry with this formula, charge and spin = 10.2 kcal/mol
LUMO energy = 1.06 eV
Kohn-Sham gap = 8.76 eV
Total energy = -330.45168 hartree
Total charge = 0
SMILES = CCC/C(C)=C(/C)N
Max |F| = 1.41 eV/Å

Positions of all 23 atoms, in Å:
C 2.420 -2.160 -0.262
C 1.088 -1.516 0.076
C 0.984 -0.080 -0.500
C -0.434 0.424 -0.353
C -1.462 -0.139 -1.302
C -0.816 1.307 0.572
C -2.260 1.708 0.766
N 0.010 1.769 1.616
H 3.183 -1.898 0.487
H 2.486 -3.246 -0.259
H 2.839 -1.877 -1.227
H 0.940 -1.408 1.153
H 0.262 -2.126 -0.296
H 1.247 -0.106 -1.559
H 1.686 0.546 0.040
H -1.013 -0.694 -2.122
H -2.042 0.675 -1.737
H -2.115 -0.818 -0.801
H -2.881 0.810 0.834
H -2.693 2.250 -0.073
H -2.348 2.300 1.666
H -0.062 2.771 1.740
H 0.981 1.507 1.539

Which charges does Löwdin predict for the atoms? In e, they are:
1 C -0.12
2 C -0.25
3 C -0.18
4 C -0.28
5 C -0.06
6 C -0.36
7 C -0.04
8 N 0.08
9 H 0.07
10 H 0.06
11 H 0.07
12 H 0.11
13 H 0.10
14 H 0.11
15 H 0.10
16 H 0.08
17 H 0.08
18 H 0.07
19 H 0.08
20 H 0.08
21 H 0.07
22 H 0.08
23 H 0.06

(10)
DFT (wB97M-V/def2-TZVPD) results for a single C7H15N molecule in a non-equilibrium geometry.

Calculated values
Spin multiplicity = 1
ΔE to the lowest compared entry with this formula, charge and spin = 49.3 kcal/mol
LUMO energy = 1.00 eV
Kohn-Sham gap = 9.27 eV
Total energy = -330.38942 hartree
Total charge = 0
SMILES = CCC/C(=C/N)CC
Max |F| = 3.03 eV/Å

Positions of all 23 atoms, in Å:
C 3.263 0.582 -1.091
C 1.912 0.673 -0.282
C 0.618 0.469 -1.133
C -0.466 0.176 0.024
C -1.399 1.085 0.283
N -2.582 0.736 1.091
C -0.326 -1.111 0.787
C -1.278 -2.212 0.227
H 3.289 -0.431 -1.530
H 3.369 1.387 -1.933
H 4.127 0.677 -0.480
H 1.670 1.707 0.217
H 1.936 -0.082 0.621
H 0.251 1.379 -1.742
H 0.642 -0.539 -1.629
H -1.566 2.033 -0.335
H -2.771 1.314 1.910
H -2.444 -0.224 1.337
H -0.470 -1.128 1.905
H 0.730 -1.562 0.943
H -2.226 -1.906 -0.056
H -1.441 -3.022 0.899
H -0.964 -2.728 -0.645

Which charges does Löwdin predict for the atoms? In e, they are:
1 C -0.12
2 C -0.28
3 C -0.15
4 C -0.30
5 C -0.15
6 N 0.03
7 C -0.23
8 C -0.10
9 H 0.06
10 H 0.10
11 H 0.03
12 H 0.13
13 H 0.11
14 H 0.13
15 H 0.11
16 H 0.13
17 H 0.07
18 H 0.03
19 H 0.12
20 H 0.12
21 H 0.04
22 H 0.06
23 H 0.06

(11)
DFT (wB97M-V/def2-TZVPD) results for a single C7H15N molecule in a non-equilibrium geometry.

Calculated values
Spin multiplicity = 1
ΔE to the lowest compared entry with this formula, charge and spin = 33.6 kcal/mol
LUMO energy = 1.21 eV
Kohn-Sham gap = 9.83 eV
Total energy = -330.41431 hartree
Total charge = 0
SMILES = C=CCCNCCC
Max |F| = 1.06 eV/Å

Positions of all 23 atoms, in Å:
C 2.945 1.359 -2.527
C 2.742 0.749 -1.366
C 1.582 0.991 -0.468
C 0.325 0.145 -0.904
N -0.165 -0.718 0.154
C -1.586 -0.514 0.468
C -2.096 -1.287 1.679
C -3.031 -0.419 2.524
H 2.447 2.264 -2.833
H 3.723 1.047 -3.203
H 3.372 -0.128 -1.216
H 1.312 2.041 -0.545
H 1.693 0.788 0.578
H -0.447 0.877 -1.145
H 0.585 -0.387 -1.810
H 0.022 -1.687 -0.072
H -1.729 0.552 0.657
H -2.160 -0.762 -0.430
H -2.648 -2.165 1.361
H -1.261 -1.565 2.325
H -3.638 0.189 1.853
H -3.746 -1.002 3.104
H -2.506 0.210 3.238

Which charges does Löwdin predict for the atoms? In e, they are:
1 C -0.01
2 C -0.20
3 C -0.19
4 C -0.22
5 N -0.09
6 C -0.26
7 C -0.25
8 C -0.12
9 H 0.05
10 H 0.04
11 H 0.10
12 H 0.10
13 H 0.09
14 H 0.11
15 H 0.11
16 H 0.11
17 H 0.11
18 H 0.11
19 H 0.10
20 H 0.10
21 H 0.07
22 H 0.06
23 H 0.07

Question: The highest max |F| belongs to which entry?
Answer: C7H15FNO

Question: spin multiplicity of number 1 (C7H14O2)?
Answer: 1

Question: Among the records above, which one has the lowest total energy?
Answer: C7H15IN2P

Question: Which value of total energy does entry 7 give?
Answer: -505.21235 hartree